(1)
{
  "formula": "C6H9N",
  "method": "the ωB97M-V functional and the def2-TZVPD basis",
  "elements": ["C", "C", "C", "C", "C", "C", "N", "H", "H", "H", "H", "H", "H", "H", "H", "H"],
  "coordinates": [[2.657372, 0.750591, 2.093348], [1.729746, 0.194016, 1.106285], [0.975923, -0.285585, 0.296572], [0.041649, -0.911807, -0.647097], [-1.371048, -0.373137, -0.527687], [-1.926749, 0.582600, -1.508997], [-2.295932, -0.832655, -1.556105], [2.361086, 1.761306, 2.392107], [3.673266, 0.803532, 1.688733], [2.685793, 0.128476, 2.994144], [0.021842, -1.994502, -0.468558], [0.385666, -0.776390, -1.679528], [-1.742080, -0.296531, 0.494605], [-1.309395, 0.917997, -2.339909], [-2.662554, 1.308303, -1.167817], [-3.224581, -0.976210, -1.170092]],
  "atomic_forces_ev_per_a": [[0.0494, 0.0375, 0.0553], [-0.3208, -0.1974, -0.3387], [0.3113, 0.1809, 0.3393], [0.0066, -0.0459, -0.0554], [0.0984, 0.0139, 0.1949], [0.0423, 0.3003, -0.0527], [-0.2139, -0.1467, 0.0053], [0.0192, -0.1479, -0.0685], [-0.1534, -0.0117, 0.0397], [-0.0124, 0.0841, -0.1424], [0.0017, 0.1466, -0.0010], [-0.0348, -0.0095, 0.1491], [0.0463, -0.0266, -0.1733], [-0.0678, -0.0587, 0.1464], [0.1104, -0.1400, -0.0364], [0.1175, 0.0211, -0.0616]],
  "e_homo_ev": -9.4,
  "lumo_energy_ev": 1.04,
  "smiles": "CC#CC[C@H]1CN1",
  "e_tot_ev": -7855.344,
  "e_above_lowest_ev": 2.815
}

***

(2)
{
  "formula": "C6H9N",
  "method": "the ωB97M-V functional and the def2-TZVPD basis",
  "elements": ["C", "C", "C", "N", "C", "C", "C", "H", "H", "H", "H", "H", "H", "H", "H", "H"],
  "coordinates": [[-2.395486, 0.491225, 0.492626], [-1.050870, -0.107321, -0.012840], [-0.783445, -0.746678, -1.164784], [0.710428, -0.979177, -1.397726], [1.391404, -0.449089, 0.073361], [0.011459, 0.251763, 0.744486], [2.612473, 0.206457, 0.396270], [-2.659017, 1.379416, -0.065909], [-3.192806, -0.320061, 0.421277], [-2.176264, 0.933892, 1.554538], [-1.279052, -0.708677, -2.096246], [1.124784, -0.433738, -2.138128], [0.387488, 1.027206, 1.468476], [3.019386, 1.097727, 0.106392], [3.289464, -0.165474, 1.252142], [0.990057, -1.477471, 0.366064]],
  "atomic_forces_ev_per_a": [[0.4687, -0.8284, 0.9907], [-2.7291, 1.4826, 3.1296], [6.0406, -0.1498, -2.8298], [-2.8145, 1.7127, 3.2655], [-4.0163, 0.4011, -0.0441], [5.2723, 0.2071, -1.6076], [0.3518, -4.0521, 2.6838], [-0.3007, -0.0755, -0.5642], [0.7582, 1.4413, 0.5418], [-0.8395, -1.3779, -1.7560], [-1.2096, -0.2262, -0.4238], [-0.2859, -0.1308, -1.2057], [-1.6017, -1.2847, -0.4427], [0.0912, 2.3126, -1.5321], [-1.2745, -0.1869, -1.5836], [2.0890, 0.7548, 1.3780]],
  "e_homo_ev": -6.4,
  "lumo_energy_ev": -1.36,
  "e_tot_ev": -7850.070,
  "e_above_lowest_ev": 8.090
}

***

(3)
{
  "formula": "C6H9N",
  "method": "the ωB97M-V functional and the def2-TZVPD basis",
  "elements": ["C", "C", "C", "C", "C", "N", "C", "H", "H", "H", "H", "H", "H", "H", "H", "H"],
  "coordinates": [[-0.715386, -1.426574, -1.725287], [-0.966130, -1.036558, -0.250200], [-0.006171, 0.035788, 0.149115], [-0.338758, 1.447167, 0.241806], [0.509503, 2.016203, 1.130017], [1.349304, 1.074939, 1.620213], [1.065088, -0.145776, 1.033229], [0.355543, -1.585762, -1.902871], [-1.250491, -2.318786, -2.047649], [-0.861710, -0.560883, -2.376681], [-2.029085, -0.809127, -0.194245], [-0.815244, -1.928779, 0.361615], [-0.923876, 1.935126, -0.523168], [0.739108, 3.046060, 1.357482], [2.274401, 1.308881, 1.907857], [1.613903, -1.051919, 1.218765]],
  "atomic_forces_ev_per_a": [[0.9472, 0.3056, -0.0641], [0.5902, -1.1039, -1.8330], [-0.1817, 0.8092, 2.8021], [0.2758, -0.8620, -1.0950], [0.3976, 1.0894, -0.4947], [0.4046, -1.4939, -0.3436], [-1.0852, 0.5271, -1.1022], [-0.0613, -0.4330, 0.3376], [-0.2039, 0.2075, -0.1332], [-0.7058, -0.1465, -0.0570], [0.1051, 0.5734, 0.4586], [0.0480, 0.0994, 0.0784], [-0.5403, 0.2325, 0.5667], [-0.3392, 0.0468, -0.0292], [0.2860, 0.1163, 0.5321], [0.0631, 0.0321, 0.3766]],
  "e_homo_ev": -8.2,
  "lumo_energy_ev": 1.04,
  "smiles": "CCc1cc[nH]c1",
  "e_tot_ev": -7857.270,
  "e_above_lowest_ev": 0.890
}

***

(4)
{
  "formula": "C6H9N",
  "method": "the ωB97M-V functional and the def2-TZVPD basis",
  "elements": ["C", "C", "N", "C", "C", "C", "C", "H", "H", "H", "H", "H", "H", "H", "H", "H"],
  "coordinates": [[0.459036, -1.527671, -0.592726], [-0.183767, -0.586837, 0.087467], [-1.575853, -0.652072, 0.369909], [-1.801476, 0.423164, 1.045324], [-0.614864, 1.265084, 1.261274], [0.405369, 0.639599, 0.650286], [1.832371, 1.037927, 0.496827], [1.503042, -1.468270, -0.851628], [-0.067128, -2.406106, -0.902775], [-2.789172, 0.659370, 1.428231], [-0.611678, 2.259541, 1.695669], [1.987136, 2.048826, 0.880999], [2.103568, 1.028560, -0.564549], [2.490629, 0.343114, 1.034009], [-1.356182, -1.637964, -3.300040], [-1.781032, -1.426266, -2.738275]],
  "atomic_forces_ev_per_a": [[-0.0530, -0.0952, 0.0346], [0.2743, -0.1486, -0.0898], [0.2330, 0.2579, 0.2736], [-0.1043, 0.0488, 0.1538], [-0.0890, 0.3012, -0.3097], [-0.2138, 0.0213, -0.0078], [-0.0512, 0.0718, -0.0181], [0.1857, 0.1479, 0.1354], [-0.2664, -0.3003, -0.2298], [-0.0059, -0.0520, -0.1017], [0.0255, -0.2711, 0.1631], [0.0693, -0.1479, -0.0097], [0.0956, -0.0143, 0.1742], [-0.0722, 0.1758, -0.1450], [0.1148, -0.0673, -0.2170], [-0.1421, 0.0720, 0.1939]],
  "e_homo_ev": -9.3,
  "lumo_energy_ev": -0.13,
  "smiles": "C=C1N=CC=C1C.[H][H]",
  "e_tot_ev": -7855.977,
  "e_above_lowest_ev": 2.183
}

***

(5)
{
  "formula": "C6H9N",
  "method": "the ωB97M-V functional and the def2-TZVPD basis",
  "elements": ["C", "N", "C", "C", "C", "C", "C", "H", "H", "H", "H", "H", "H", "H", "H", "H"],
  "coordinates": [[2.101291, -0.375699, 0.031617], [0.696285, -0.149744, -0.014969], [-0.324089, 0.250334, 0.960224], [-0.766962, 1.324910, -0.081723], [-0.345665, 0.144108, -1.011514], [-1.438646, -0.885863, -0.623845], [-1.423886, -0.814991, 0.708038], [2.381666, -1.345089, 0.482173], [2.491832, -0.378958, -0.992093], [2.642297, 0.412993, 0.579024], [-0.026106, 0.492839, 1.983375], [-0.069169, 2.164159, -0.141470], [-1.815040, 1.646358, -0.083253], [-0.084151, 0.280332, -2.064038], [-2.054920, -1.478512, -1.289505], [-2.017233, -1.341926, 1.445557]],
  "atomic_forces_ev_per_a": [[0.1154, -0.0761, -0.0941], [0.0452, -0.0872, 0.0314], [0.0102, 0.0195, 0.3522], [-0.1637, 0.1366, -0.0055], [0.0467, 0.0231, -0.3465], [-0.0523, -0.0196, 0.1567], [-0.0417, -0.0465, -0.1256], [-0.0848, 0.1661, -0.0713], [-0.0776, 0.0101, 0.1294], [-0.0635, -0.0695, -0.0643], [-0.0700, -0.0396, -0.1650], [-0.0585, -0.0628, 0.0308], [0.1833, -0.0647, -0.0157], [0.0115, -0.0463, 0.1918], [0.1139, 0.0734, 0.1068], [0.0860, 0.0833, -0.1112]],
  "e_homo_ev": -7.5,
  "lumo_energy_ev": 1.15,
  "e_tot_ev": -7854.537,
  "e_above_lowest_ev": 3.623
}

***

(6)
{
  "formula": "C6H9N",
  "method": "the ωB97M-V functional and the def2-TZVPD basis",
  "elements": ["C", "N", "C", "C", "C", "C", "C", "H", "H", "H", "H", "H", "H", "H", "H", "H"],
  "coordinates": [[2.145257, 0.356533, -0.743852], [1.473604, -0.484949, 0.240295], [0.175883, -0.304899, 0.783549], [-0.483489, 1.033518, 0.599275], [-1.526921, 0.979251, -0.192845], [-1.822437, -0.429928, -0.598445], [-0.835476, -1.233302, -0.025117], [1.401056, 0.907832, -1.311079], [3.015081, -0.252584, -1.227546], [2.755046, 1.109637, -0.288234], [2.060765, -0.939584, 0.936827], [0.044539, -0.444356, 1.912663], [0.010508, 1.923349, 0.958106], [-2.081278, 1.844980, -0.307311], [-2.631976, -0.811297, -1.203323], [-0.805872, -2.350377, -0.087558]],
  "atomic_forces_ev_per_a": [[1.3451, -1.1133, 0.7619], [1.6171, -0.9214, 1.2061], [-2.7127, -0.6804, -0.4763], [1.9891, -0.0208, -0.1815], [-0.4873, -1.5584, 0.1995], [2.4990, -1.3192, 1.5721], [-1.9035, 1.4550, -0.1316], [0.2052, -0.5784, -0.7943], [-2.2229, 0.7625, -0.1406], [0.2229, 1.0035, 0.7190], [0.1840, 0.4095, -0.7163], [0.7131, -0.5052, -1.3255], [-0.2397, 0.1856, 0.2250], [-1.4138, 1.3240, -0.9108], [-0.0403, 0.2805, -0.0534], [0.2448, 1.2765, 0.0466]],
  "e_homo_ev": -7.8,
  "lumo_energy_ev": 1.02,
  "smiles": "CNC1C=CC=C1",
  "e_tot_ev": -7855.377,
  "e_above_lowest_ev": 2.783
}

***

(7)
{
  "formula": "C6H9N",
  "method": "the ωB97M-V functional and the def2-TZVPD basis",
  "elements": ["C", "C", "C", "C", "C", "C", "N", "H", "H", "H", "H", "H", "H", "H", "H", "H"],
  "coordinates": [[0.378341, -0.633496, -2.192604], [0.118749, -0.185747, -0.772544], [0.165695, 1.125230, -0.280351], [-0.303784, 0.956540, 1.068326], [0.386371, 1.112207, 2.230638], [-1.247112, -0.139379, 1.018175], [-0.983037, -0.811691, -0.057128], [-0.513642, -0.653389, -2.840808], [1.099545, 0.042275, -2.665558], [0.815570, -1.632101, -2.161185], [0.925685, 1.841676, -0.572668], [0.990296, -1.120339, 0.320631], [0.023078, 0.725458, 3.175500], [1.329778, 1.647471, 2.229569], [-1.852652, -0.552662, 1.816103], [-1.332883, -1.722052, -0.316096]],
  "atomic_forces_ev_per_a": [[0.1829, -0.1514, 0.1487], [0.3139, -0.3012, 0.1656], [0.1356, -0.1875, 0.0757], [0.1491, -0.0993, 0.1938], [-0.0897, 0.1975, 0.0914], [0.1171, -0.3010, -0.0788], [-0.2760, 0.1059, 0.0923], [0.1221, 0.1086, 0.4427], [-0.1172, -0.1436, 0.2126], [-0.0066, -0.0020, -0.2219], [-0.0723, -0.2251, 0.1310], [-0.1394, 0.6295, -1.3475], [-0.1047, 0.1766, -0.0404], [-0.1236, -0.0354, 0.0640], [-0.0375, 0.1804, -0.1088], [-0.0538, 0.0478, 0.1796]],
  "e_homo_ev": [-6.4, -6.4],
  "lumo_energy_ev": [0.06, 0.07],
  "e_tot_ev": -7852.809,
  "e_above_lowest_ev": 5.351
}